A gas-phase ion, C8H10N3S (charge +1) in a non-equilibrium geometry, computed with the ωB97M-V functional and the def2-TZVPD basis.

Output
Structure (SMILES): C=C1C=C(/N=C/S)[N+](C2CC2)=N1
Strongest force on any atom, eV/Å: 3.63
Gap between HOMO and LUMO, eV: 7.02
Highest occupied orbital energy, eV: -12.60
Relative energy (zero: lowest compared OMol25 entry of this formula, charge and spin), eV: 3.991
Lowest unoccupied orbital energy, eV: -5.579
Charge: +1

Cartesian coordinates (Å):
C -0.36221 2.04083 -0.06856
C -0.82227 0.79365 -0.16329
C 1.06567 1.90977 -0.10103
C 2.06185 2.83265 -0.06881
C -3.12982 0.45860 -0.47505
C 1.37855 -2.26035 -0.69837
C 0.59617 -2.63273 0.48827
C 0.13072 -1.41740 -0.48413
N 1.38846 0.56303 -0.05820
N -1.99930 0.25638 -0.00944
N 0.31524 -0.08985 -0.18068
S -4.58451 -0.20932 0.28092
H -1.07634 2.85665 0.15914
H 3.09429 2.46894 -0.14368
H 1.89418 3.89405 0.06204
H -3.19905 0.93542 -1.53421
H 2.39516 -1.66222 -0.62508
H 1.27515 -2.96033 -1.68564
H -0.16410 -3.44730 0.39816
H 0.80839 -2.32714 1.55605
H -0.73113 -1.47120 -1.06670
H -5.24808 -0.34271 -0.85461

Cartesian forces (eV/Å) of the 6 atoms listed first:
-1.1 1.1 0.2
1.1 0.1 -0.4
0.3 1.4 1.3
0.2 -1.0 0.2
-1.4 0.2 -3.1
1.4 -0.3 -2.9